(1)
Computed, not measured: an isolated molecule of C4H4N2 in a non-equilibrium geometry, with the ωB97M-V functional and the def2-TZVPD basis.

Properties
LUMO energy ... 0.75 eV
E ... -264.25240 hartree
Structure (SMILES) ... N#CCC=C=N
Charge ... 0
Maximum force ... 5.26 eV Å⁻¹

The geometry in XYZ format:
```
10
Properties=species:S:1:pos:R:3:forces:R:3:nbo_charge:R:1
N 2.560 -1.468 0.073 0.188 -0.223 -0.005 -0.32
C 1.891 -0.544 -0.032 0.475 -0.727 0.519 0.28
C 1.019 0.573 -0.169 -2.512 -1.166 -3.615 -0.50
C -0.525 0.225 0.035 4.284 -2.986 -0.628 -0.41
C -0.917 -1.024 0.072 -0.166 0.190 -0.616 0.43
N -1.243 -2.175 -0.164 0.622 -0.126 0.244 -0.60
H 1.249 1.357 0.447 0.777 1.833 1.694 0.25
H 1.187 0.924 -1.246 -0.373 -0.201 1.325 0.25
H -1.039 1.050 0.202 -2.817 3.177 1.005 0.23
H -1.014 -2.875 0.546 -0.477 0.230 0.077 0.39
```
Forces are in eV/Å.

(2)
Computed, not measured: an isolated molecule of C4H4N2O in a non-equilibrium geometry, with the ωB97M-V functional and the def2-TZVPD basis.

Properties
LUMO energy ... -0.74 eV
E ... -339.49598 hartree
Structure (SMILES) ... O=CC1=NN=CC1
Charge ... 0
Maximum force ... 2.31 eV Å⁻¹

The geometry in XYZ format:
```
11
Properties=species:S:1:pos:R:3:forces:R:3:nbo_charge:R:1
O -2.482 0.414 -0.113 0.778 -0.190 0.373 -0.49
C -1.698 -0.499 0.039 0.083 0.410 -0.630 0.39
C -0.213 -0.315 0.067 -0.961 1.424 -0.388 0.13
N 0.701 -1.203 0.027 -0.932 -0.529 0.029 -0.21
N 1.923 -0.561 -0.079 0.906 1.599 -0.173 -0.24
C 1.759 0.742 -0.067 -0.213 -2.251 0.457 0.07
C 0.330 1.084 0.110 -1.170 0.534 -1.628 -0.58
H -2.052 -1.507 0.021 -0.241 -1.144 0.236 0.14
H 2.660 1.304 -0.156 0.146 0.760 0.018 0.22
H -0.008 1.321 1.116 0.503 0.802 0.434 0.29
H -0.187 1.844 -0.608 1.101 -1.415 1.272 0.29
```
Forces are in eV/Å.

(3)
Computed, not measured: a cluster of 2 separate species, C4H4N2O in total in a non-equilibrium geometry, with the ωB97M-V functional and the def2-TZVPD basis.

Properties
LUMO energy ... -0.62 eV
E ... -339.35201 hartree
Structure (SMILES) ... C=C=C1N=N1.C=O
Charge ... 0
Maximum force ... 4.92 eV Å⁻¹

The geometry in XYZ format:
```
11
Properties=species:S:1:pos:R:3:forces:R:3:nbo_charge:R:1
C 0.892 -1.921 0.144 0.183 1.962 0.244 -0.40
C -0.122 -1.069 0.213 3.239 -3.664 -0.510 -0.04
C -1.137 -0.366 0.234 -2.257 0.832 0.902 0.07
N -2.283 0.138 0.906 0.182 0.409 -0.949 0.00
N -1.965 0.648 -0.198 -1.305 0.448 0.500 -0.06
H 0.890 -2.863 -0.382 -0.278 -0.069 0.103 0.22
H 1.854 -1.524 0.516 -0.453 -0.551 -0.113 0.23
C 0.445 1.710 -0.302 1.487 -0.119 -2.264 0.27
O 1.440 1.462 0.317 -0.324 0.069 0.256 -0.50
H -0.228 2.516 -0.132 -0.828 0.982 1.125 0.12
H 0.215 1.269 -1.317 0.353 -0.300 0.705 0.10
```
Forces are in eV/Å.

(4)
Computed, not measured: an isolated molecule of C4H4N2O, with the ωB97M-V functional and the def2-TZVPD basis.

Properties
LUMO energy (spin up / spin down) ... -2.00 / -2.13 eV
E ... -339.45885 hartree
Charge ... 0
Maximum force ... 0.65 eV Å⁻¹

The geometry in XYZ format:
```
11
Properties=species:S:1:pos:R:3:forces:R:3:nbo_charge:R:1
O 0.499 2.379 0.959 -0.089 -0.270 -0.169 -0.58
C 0.307 1.347 0.335 -0.018 0.012 -0.013 0.51
C -0.676 0.350 0.792 0.175 -0.137 0.000 -0.01
C -0.652 -0.961 0.224 -0.269 0.073 -0.226 -0.33
N 0.091 -1.255 -0.914 0.029 0.227 -0.089 -0.44
C 0.799 -0.221 -1.348 -0.029 -0.079 -0.110 0.25
N 0.911 1.011 -0.858 -0.008 -0.067 0.142 -0.47
H -1.350 0.607 1.610 0.212 -0.160 -0.073 0.24
H -1.474 -1.642 0.459 0.154 0.079 -0.099 0.26
H 0.168 -1.194 0.992 -0.086 0.248 0.594 0.39
H 1.377 -0.419 -2.249 -0.072 0.075 0.043 0.19
```
Forces are in eV/Å.